No. 1
99
Properties=species:S:1:pos:R:3:forces:R:3:mulliken_charge:R:1 method="wB97M-V/def2-TZVPD" molar_mass_g_mol=858.27 orbital_gap_ha=0.1859 largest_force_ev_per_a=4.514 charge=0 e_above_lowest_ev=1.6194
Tl -0.901 0.490 0.024 -0.09 -0.11 0.53 1.09
C -1.018 -3.365 0.343 0.22 0.54 -0.48 -0.82
O -1.418 -2.242 1.139 0.71 -0.38 -1.31 0.17
C -1.922 -2.485 2.353 -1.46 1.44 1.71 0.19
C -2.319 -3.731 2.798 0.27 -0.42 -0.03 -0.44
C -2.741 -3.887 4.129 0.13 0.63 -0.06 -0.68
C -2.847 -2.779 4.981 0.37 -0.13 -0.55 -0.71
C -2.515 -1.496 4.530 -0.17 -0.18 -0.97 -0.29
C -2.148 -1.311 3.175 1.20 -1.35 0.51 -0.18
N -1.821 -0.070 2.594 -0.33 1.81 0.49 0.51
N -1.867 0.888 3.463 -0.46 -2.22 0.49 -0.61
C -1.834 2.198 3.247 0.01 0.06 -0.91 0.32
C -2.026 2.768 1.948 0.36 -0.36 0.09 0.50
O -2.417 2.122 0.927 0.14 0.07 0.00 -0.69
C -1.710 4.148 1.814 -0.31 1.51 0.12 -0.75
C -1.564 4.955 2.909 0.49 0.93 -0.59 -0.80
C -1.485 4.425 4.221 -0.74 -0.21 2.42 0.73
C -1.270 5.213 5.416 -0.28 -0.04 -1.78 -0.83
C -1.110 4.660 6.661 -0.21 -0.58 -1.08 -0.74
C -1.305 3.278 6.808 -0.09 -0.30 -0.91 -0.62
C -1.597 2.497 5.692 0.37 -0.64 1.69 -0.39
C -1.682 3.042 4.424 0.60 0.12 -1.59 0.74
H -1.890 -3.848 -0.126 0.27 0.08 0.24 0.35
H -0.432 -4.104 0.915 -0.22 0.37 -0.12 0.71
H -0.386 -2.916 -0.454 -0.36 -0.41 0.44 -0.22
H -2.253 -4.576 2.086 -0.05 0.41 0.84 0.35
H -2.907 -4.886 4.499 -0.32 -0.08 0.07 0.38
H -3.176 -2.891 6.005 0.08 -0.18 0.03 0.40
H -2.536 -0.625 5.197 -0.20 -0.49 -0.45 0.26
H -1.672 4.504 0.779 -0.19 0.18 0.47 0.45
H -1.445 6.065 2.848 0.02 -1.03 -0.34 0.28
H -1.288 6.287 5.260 0.43 0.05 0.22 0.35
H -0.761 5.271 7.450 -0.10 0.49 0.89 0.42
H -1.224 2.811 7.774 0.09 -0.08 0.19 0.41
H -1.673 1.401 5.787 -0.09 0.79 0.02 0.21
C -4.145 -0.738 -1.550 0.33 -1.16 -0.27 -1.54
C -2.916 -1.376 -2.290 0.04 0.39 -0.14 2.79
C -3.251 -2.835 -2.617 -0.11 0.31 -0.59 -1.77
C -2.420 -0.545 -3.482 -1.15 -0.55 -1.08 -0.18
C -3.262 -0.364 -4.593 -0.19 0.37 1.27 -0.40
C -2.940 0.523 -5.602 -0.56 -1.27 -0.56 -1.32
C -1.752 1.189 -5.563 0.49 1.17 -0.07 -0.18
C -0.857 0.998 -4.521 0.59 -0.51 -0.44 -0.08
C 0.401 1.830 -4.532 0.72 0.29 0.71 2.21
C 1.198 1.731 -5.843 0.87 -0.47 0.07 -1.78
C 0.130 3.342 -4.269 0.12 -0.67 0.34 -1.44
C -1.110 -0.022 -3.571 -0.85 -0.26 -0.25 0.11
N -0.171 -0.518 -2.662 1.90 0.47 -0.36 0.42
C 1.035 -0.810 -3.059 -3.39 0.58 -0.60 -1.14
C 2.124 -0.862 -2.167 2.81 -0.62 3.48 0.03
N 2.069 -0.612 -0.878 -1.12 -0.31 -3.15 1.08
C 3.194 -0.745 -0.091 1.67 0.15 1.98 0.25
C 3.761 0.411 0.574 0.45 -0.37 -1.64 -0.36
C 4.944 0.302 1.326 -1.74 -0.17 -0.22 -0.78
C 5.453 -0.941 1.616 0.15 -0.81 -0.52 -1.05
C 4.910 -2.060 1.008 -0.89 -0.55 -0.11 -0.29
C 3.732 -2.014 0.220 1.12 -0.19 -0.42 0.07
C 3.151 -3.348 -0.274 -0.17 -0.80 0.19 1.06
C 4.042 -4.178 -1.268 0.67 1.59 0.60 -1.67
C 2.722 -4.218 0.941 -0.23 0.56 -0.19 -1.69
C 3.239 1.804 0.273 0.19 0.20 0.61 0.75
C 2.097 2.169 1.246 -0.32 0.58 0.20 -0.80
C 2.880 2.144 -1.166 -1.11 0.14 -0.35 -1.71
H -4.434 -1.367 -0.674 0.47 0.49 -0.47 0.39
H -5.024 -0.782 -2.214 0.33 0.35 0.11 0.32
H -3.941 0.274 -1.220 -0.13 0.22 0.03 0.45
H -2.012 -1.316 -1.699 -0.14 -0.55 0.97 -1.44
H -4.209 -2.911 -3.138 0.12 0.16 -0.22 0.38
H -3.393 -3.434 -1.740 0.05 -0.17 0.76 0.46
H -2.494 -3.324 -3.223 0.17 0.02 -0.16 0.39
H -4.233 -0.863 -4.595 0.26 0.11 -0.03 0.38
H -3.584 0.539 -6.467 -0.11 0.40 -0.13 0.37
H -1.469 1.904 -6.352 -0.29 -0.37 0.42 0.36
H 0.988 1.437 -3.678 0.12 0.53 -0.63 -0.98
H 0.870 2.481 -6.569 -0.05 -0.20 0.02 0.43
H 1.173 0.738 -6.300 -0.41 0.06 -0.02 0.39
H 2.281 1.882 -5.682 -0.45 0.34 0.16 0.41
H -0.606 3.696 -4.999 0.05 0.16 0.31 0.37
H 1.052 3.923 -4.363 -0.03 -0.15 -0.26 0.43
H -0.192 3.508 -3.235 -0.38 -0.03 -0.27 0.30
H 1.278 -1.002 -4.109 -0.12 0.41 -0.10 0.27
H 3.105 -1.110 -2.666 -0.73 0.16 0.67 0.11
H 5.384 1.190 1.739 0.07 0.28 0.11 0.41
H 6.279 -1.073 2.285 0.47 0.10 0.10 0.40
H 5.374 -3.046 1.148 -0.23 0.45 0.16 0.38
H 2.212 -3.165 -0.779 -0.16 0.39 -0.32 -0.17
H 4.690 -4.875 -0.743 0.00 -0.10 0.16 0.41
H 4.718 -3.478 -1.796 -0.33 -0.38 0.05 0.38
H 3.479 -4.726 -2.004 -0.42 -0.19 -0.15 0.39
H 3.563 -4.542 1.536 0.34 -0.32 0.02 0.41
H 2.089 -5.064 0.662 0.36 -0.12 -0.23 0.45
H 2.108 -3.628 1.611 -0.16 0.31 0.17 0.40
H 4.053 2.491 0.524 0.11 -0.22 -0.03 0.76
H 1.731 1.288 1.795 -0.19 0.23 -0.38 0.15
H 1.276 2.695 0.694 0.48 -0.47 0.66 0.00
H 2.477 2.851 2.032 -0.33 -0.23 -0.41 0.34
H 1.855 1.780 -1.436 0.75 0.46 0.27 -0.05
H 3.551 1.724 -1.908 0.33 -0.07 -0.02 0.36
H 2.909 3.243 -1.260 -0.17 -0.40 -0.12 0.53


No. 2
118
Properties=species:S:1:pos:R:3:forces:R:3:mulliken_charge:R:1 method="wB97M-V/def2-TZVPD" molar_mass_g_mol=1120.87 orbital_gap_ha=0.3505 largest_force_ev_per_a=2.488 charge=+1
C 0.113 -2.626 3.739 -0.42 -0.04 -0.32 -1.38
C 0.744 -1.217 3.733 -0.72 -0.86 -0.26 0.98
F 1.731 -1.176 4.693 -0.09 0.68 -0.13 -0.37
C -0.305 -0.074 3.976 0.25 -0.30 -0.91 -1.15
P -0.354 0.998 2.466 -0.18 -0.29 0.62 -0.26
C -0.943 -0.088 1.114 0.51 0.67 -0.26 -0.31
C -1.150 0.619 -0.256 -0.04 0.06 -0.20 -0.79
S -0.401 2.288 -0.385 0.62 -0.15 0.00 -0.02
C 1.115 1.917 -1.256 -1.61 -0.11 -0.57 0.46
N 1.044 1.656 -2.525 0.23 0.29 0.90 -0.28
N 2.333 1.402 -2.893 0.89 -0.43 -0.97 -0.39
C 3.094 1.513 -1.866 -0.74 0.05 -0.04 -0.11
O 2.350 1.844 -0.756 0.59 0.03 0.33 -0.23
C -1.484 2.413 2.824 0.21 0.23 -0.30 -0.89
C -2.918 2.131 2.284 0.91 0.39 -0.66 -0.40
C -3.895 3.233 2.736 1.42 -0.29 0.49 0.84
F -4.340 2.947 3.979 -0.52 0.04 -0.28 -0.32
F -3.163 4.383 2.872 -0.38 0.05 -0.19 -0.37
C -5.017 3.583 1.725 0.27 0.12 0.22 0.29
F -4.389 4.088 0.633 0.04 -0.52 0.10 -0.34
F -5.756 4.586 2.212 -0.32 -0.40 0.22 -0.33
C -5.894 2.394 1.192 0.51 0.67 -0.95 0.69
F -5.106 1.711 0.321 0.04 -0.46 0.57 -0.28
F -6.840 2.961 0.430 -0.39 -0.07 0.50 -0.30
C -6.506 1.470 2.270 -0.83 0.58 0.76 0.74
F -6.966 2.307 3.230 -0.14 0.05 -0.23 -0.29
F -5.593 0.690 2.877 0.30 -0.08 -0.63 -0.23
C -7.725 0.590 1.859 -0.45 0.15 0.14 0.34
F -8.761 1.373 1.517 0.45 0.33 -0.39 -0.28
F -8.132 -0.033 2.977 0.55 -0.50 -0.14 -0.27
C -7.530 -0.409 0.670 -1.48 -0.14 0.46 0.63
F -7.347 0.306 -0.450 0.82 -0.09 0.11 -0.23
F -8.743 -0.984 0.524 0.15 -0.05 0.33 -0.31
C -6.522 -1.591 0.867 0.28 -0.75 -0.49 0.73
F -7.084 -2.682 0.321 0.00 0.29 -0.44 -0.30
F -6.323 -1.911 2.157 -0.04 0.73 0.16 -0.25
C -5.108 -1.480 0.207 0.78 -1.60 0.07 0.56
F -4.240 -0.775 0.953 -0.39 0.56 -0.21 -0.23
F -4.609 -2.730 0.196 -0.16 0.13 0.10 -0.29
F -5.110 -1.072 -1.046 -0.20 0.62 0.18 -0.27
N 1.272 1.513 2.225 -1.31 0.69 1.51 -0.10
C 1.791 1.896 3.292 1.76 -1.56 0.81 0.55
O 2.424 2.017 4.272 -1.38 0.66 -1.86 -0.44
H -0.067 -2.961 2.703 0.02 0.16 0.34 0.31
H 0.779 -3.369 4.196 -0.01 0.44 -0.10 0.40
H -0.861 -2.649 4.255 0.40 0.00 0.00 0.35
H 1.174 -1.076 2.726 0.51 0.00 0.58 0.05
H -0.068 0.534 4.862 -0.08 -0.25 -0.23 0.59
H -1.289 -0.558 4.079 0.15 0.51 0.14 0.51
H -0.181 -0.869 0.957 -0.28 0.17 0.31 0.80
H -1.855 -0.581 1.491 0.35 0.14 -0.12 0.38
H -0.706 0.022 -1.060 -0.15 0.11 0.34 0.53
H -2.211 0.740 -0.523 0.33 -0.03 0.31 0.10
H 4.168 1.360 -1.829 -0.29 0.11 0.34 0.52
H -1.036 3.276 2.306 -0.27 -0.29 0.09 0.49
H -1.483 2.680 3.894 0.10 -0.49 -0.23 0.67
H -2.830 2.209 1.187 -0.25 -0.27 0.36 0.04
H -3.232 1.117 2.558 -0.37 0.44 -0.04 0.35
C 5.840 2.510 3.224 0.04 -0.07 -0.31 -0.56
C 5.916 2.084 1.819 0.03 0.01 0.05 0.37
N 5.976 1.750 0.720 -0.12 0.07 0.29 -0.38
H 4.878 2.225 3.644 0.02 0.00 0.01 0.02
H 6.632 2.036 3.802 0.01 0.01 -0.04 0.28
H 5.950 3.591 3.292 0.02 -0.02 -0.02 0.29
C -0.917 -3.130 -3.162 -0.11 0.08 0.42 -0.61
C -0.698 -2.662 -1.792 -0.11 0.01 -0.09 0.46
N -0.526 -2.274 -0.722 0.03 -0.35 -0.34 -0.50
H -0.735 -2.314 -3.861 0.05 0.00 0.02 0.13
H -0.230 -3.943 -3.384 -0.20 0.07 0.07 0.16
H -1.941 -3.482 -3.278 0.01 0.00 0.08 0.37
C 3.043 -3.240 -3.938 -0.32 -0.26 -0.10 -0.55
C 1.952 -4.054 -4.496 0.14 0.04 -0.15 0.16
N 1.078 -4.662 -4.933 0.52 0.05 0.03 -0.56
H 3.803 -3.059 -4.696 -0.03 0.05 0.01 0.39
H 2.650 -2.284 -3.597 0.04 0.03 -0.04 0.30
H 3.497 -3.760 -3.095 -0.01 0.01 0.00 0.23
C 6.641 -2.934 -2.064 -0.25 0.17 -0.06 0.00
C 5.816 -1.852 -2.614 0.13 -0.01 0.03 0.38
N 5.156 -1.014 -3.045 0.12 -0.19 0.17 -0.48
H 7.229 -3.395 -2.863 -0.32 0.30 0.32 -0.28
H 7.316 -2.536 -1.306 -0.03 0.03 -0.02 0.36
H 6.002 -3.696 -1.614 0.14 0.32 0.01 0.12
C 5.380 -6.630 -3.791 0.02 0.13 0.28 -0.84
C 5.562 -6.163 -2.409 -0.04 -0.13 0.00 0.42
N 5.703 -5.792 -1.329 -0.10 -0.35 -0.38 -0.51
H 5.554 -5.806 -4.484 0.02 0.00 0.02 0.25
H 6.086 -7.431 -4.006 -0.02 0.01 0.01 0.34
H 4.366 -7.003 -3.925 0.01 0.00 0.01 0.34
C -4.719 6.403 -1.329 0.19 0.25 -0.12 0.00
C -3.659 7.228 -1.924 -0.05 0.00 -0.01 0.21
N -2.825 7.868 -2.389 -0.20 -0.21 0.16 -0.39
H -5.539 7.037 -0.993 0.02 0.04 -0.07 0.18
H -5.096 5.695 -2.065 0.01 0.02 0.00 0.28
H -4.323 5.854 -0.479 0.01 0.16 -0.13 -0.28
C 1.353 -1.372 -7.772 -0.14 0.06 0.25 -0.83
C 0.688 -1.177 -6.478 0.02 0.01 -0.03 0.36
N 0.167 -1.024 -5.464 0.17 -0.07 -0.28 -0.45
H 0.680 -1.883 -8.458 0.00 0.00 0.03 0.29
H 1.630 -0.408 -8.193 0.00 -0.01 0.03 0.31
H 2.250 -1.974 -7.638 -0.02 0.01 0.01 0.26
C 9.867 -5.579 -3.568 -0.18 0.22 -0.11 -0.85
C 9.019 -4.508 -4.110 0.14 -0.04 -0.16 0.41
N 8.359 -3.667 -4.535 0.36 -0.46 -0.07 -0.48
H 10.441 -6.037 -4.371 -0.01 0.02 0.00 0.33
H 10.553 -5.168 -2.829 -0.02 0.00 -0.01 0.28
H 9.246 -6.337 -3.094 0.01 0.02 0.01 0.26
C 5.708 -2.183 5.534 -0.25 -0.13 -0.12 -0.78
C 4.517 -2.839 4.976 0.05 -0.03 0.01 0.38
N 3.587 -3.354 4.540 0.27 0.10 0.08 -0.39
H 6.494 -2.145 4.782 -0.02 -0.02 0.01 0.27
H 5.460 -1.170 5.845 -0.01 -0.02 0.01 0.24
H 6.067 -2.742 6.397 -0.01 0.00 -0.01 0.29
C -6.041 8.548 2.069 -0.07 0.16 -0.26 -0.31
C -6.396 9.168 0.784 0.02 -0.02 0.06 0.29
N -6.672 9.649 -0.223 0.08 -0.20 0.25 -0.37
H -6.808 8.768 2.810 0.01 0.00 -0.02 0.30
H -5.960 7.468 1.949 -0.01 0.01 0.00 -0.12
H -5.087 8.941 2.417 -0.02 0.00 -0.01 0.27


No. 3
20
Properties=species:S:1:pos:R:3:forces:R:3:mulliken_charge:R:1 method="wB97M-V/def2-TZVPD" molar_mass_g_mol=168.15 orbital_gap_ha=0.3617 largest_force_ev_per_a=3.350 charge=0 smiles="N#C[C@H]1N(C=O)[C@@H]2C[C@@H]2C1(O)O" e_above_lowest_ev=2.7582
C -0.353 -0.686 -2.197 -0.12 -1.15 -1.09 0.15
C 1.365 -2.147 0.142 1.44 -0.97 0.11 0.11
C 0.434 0.525 1.870 0.03 0.61 0.18 -0.64
C -0.420 -0.682 -0.761 -0.45 1.94 0.18 -0.42
C 0.288 1.308 0.588 -2.35 -2.36 -0.32 -0.70
C 1.234 0.187 0.670 1.65 0.87 0.76 -0.47
C -0.933 0.816 -0.343 2.06 0.92 0.30 1.05
N -0.320 -0.810 -3.337 0.01 0.26 0.05 -0.52
N 0.821 -0.924 -0.125 2.00 0.65 1.48 0.06
O 1.087 -3.150 -0.466 -0.58 -0.20 0.00 -0.51
O -0.967 1.663 -1.433 0.25 0.66 -0.65 -0.53
O -2.171 0.749 0.218 -0.29 -1.97 1.65 -0.55
H 2.242 -2.234 0.927 -1.60 0.99 -1.07 0.27
H 0.860 1.058 2.732 -0.13 -0.58 -0.49 0.32
H -0.256 -0.249 2.020 -1.32 -0.54 0.86 0.23
H -1.073 -1.373 -0.333 -1.74 -1.21 -0.11 0.50
H 0.608 2.294 0.630 0.25 1.62 -0.46 0.50
H 2.278 0.370 0.841 0.49 -0.09 -0.86 0.49
H -1.875 1.908 -1.656 0.29 -0.31 -0.13 0.32
H -2.850 1.378 0.012 0.11 0.87 -0.40 0.35